Entry 1:
136
Properties=species:S:1:pos:R:3:forces:R:3 method="wB97M-V/def2-TZVPD" s2=0.754 e_tot_ha=-5598.03676 gap_ev="4.987 / 5.011" e_above_lowest_kcal_mol=39.2 spin_multiplicity=2
Ti -1.440 -0.549 0.304 -1.2 1.4 -0.2
N -0.145 0.144 1.787 -0.1 -0.2 0.7
C -0.697 0.137 3.152 -0.1 0.1 0.0
C -1.490 -1.156 3.359 0.0 0.0 0.0
N -2.369 -1.515 2.200 0.4 -0.3 -0.2
C -3.804 -1.295 2.450 0.0 0.1 0.0
C -4.304 0.008 1.798 0.0 0.0 0.0
N -3.170 0.709 1.190 0.1 0.1 0.1
C -2.094 -2.900 1.743 0.0 0.0 0.0
C -2.785 -3.249 0.422 -0.1 0.0 0.2
N -2.843 -2.064 -0.469 0.0 -0.4 0.5
H 0.471 -0.718 1.728 0.5 0.0 -0.2
H 0.442 0.948 1.579 0.0 0.1 -0.1
H -1.316 1.024 3.312 0.0 0.0 0.0
H 0.097 0.166 3.902 0.0 0.0 0.0
H -2.094 -1.069 4.264 0.0 0.0 0.0
H -0.787 -1.974 3.520 0.0 0.0 0.0
H -3.991 -1.279 3.525 0.0 0.0 0.0
H -4.361 -2.143 2.054 0.0 0.0 0.0
H -4.811 0.634 2.533 0.0 0.0 0.0
H -5.029 -0.203 1.011 0.0 0.0 0.0
H -2.661 1.204 1.914 0.0 0.1 0.0
H -3.503 1.425 0.548 0.0 0.0 0.0
H -2.366 -3.639 2.500 0.0 0.0 0.1
H -1.011 -2.941 1.603 0.0 0.0 0.0
H -3.783 -3.660 0.581 0.0 0.0 0.0
H -2.189 -4.029 -0.051 0.0 0.0 -0.1
H -3.767 -1.646 -0.449 -0.1 0.0 -0.1
H -2.660 -2.329 -1.430 0.0 0.0 0.0
C 4.668 -1.913 1.893 0.0 0.0 0.0
C 3.770 -0.966 2.698 -0.2 -0.1 -0.1
C 3.274 0.163 1.803 -0.1 0.0 0.3
C 2.740 -1.795 3.470 0.1 0.0 0.0
C 2.971 -1.922 4.840 0.0 0.1 0.0
C 2.280 -2.827 5.624 0.0 0.0 0.0
C 1.418 -3.714 5.008 0.0 0.0 0.0
C 1.153 -3.637 3.642 0.1 0.0 0.0
C 0.393 -4.792 3.006 0.0 0.0 0.0
C -0.749 -5.332 3.873 0.0 0.1 -0.1
C 1.370 -5.940 2.709 0.0 0.0 0.0
C 1.725 -2.585 2.886 -0.2 0.0 0.1
N 1.172 -2.236 1.615 -0.1 -0.3 0.2
C 1.544 -2.919 0.553 0.1 0.2 -0.2
O 2.393 -3.813 0.473 -0.2 -0.2 0.1
C 0.914 -2.480 -0.783 0.1 0.0 0.1
C 1.426 -3.138 -1.900 0.0 0.1 0.1
C 1.082 -2.727 -3.166 0.0 0.0 0.0
C 0.238 -1.637 -3.291 -0.1 0.0 -0.2
C -0.282 -1.053 -2.159 0.1 0.0 0.1
N 0.018 -1.479 -0.899 0.3 -0.5 -1.0
C -1.258 0.094 -2.400 0.3 0.2 0.2
O -1.474 0.432 -3.545 -0.2 0.0 -0.1
N -1.861 0.623 -1.292 -0.3 -0.8 -0.1
C -2.941 1.543 -1.529 0.2 0.3 0.1
C -2.810 2.856 -1.028 0.1 0.1 -0.1
C -3.919 3.699 -1.058 0.0 0.0 0.0
C -5.119 3.295 -1.610 0.0 0.0 0.0
C -5.213 2.031 -2.163 0.0 0.0 0.0
C -4.145 1.139 -2.135 0.0 0.0 0.1
C -4.373 -0.222 -2.769 0.0 0.0 0.0
C -4.529 -0.094 -4.288 0.0 0.0 0.0
C -5.592 -0.938 -2.174 0.1 0.0 0.0
C -1.501 3.412 -0.481 -0.1 0.0 0.1
C -1.061 4.640 -1.285 0.0 0.0 0.0
C -1.581 3.842 0.991 0.0 0.0 0.0
H 5.460 -1.350 1.395 0.0 0.0 0.0
H 4.094 -2.446 1.136 0.0 0.0 0.0
H 5.126 -2.658 2.547 0.0 0.0 0.0
H 4.388 -0.497 3.468 0.0 0.0 0.0
H 2.691 -0.196 0.955 0.0 0.0 0.0
H 4.130 0.700 1.389 -0.2 -0.2 0.3
H 2.686 0.882 2.379 -0.1 0.0 0.0
H 3.732 -1.296 5.292 0.0 0.0 0.0
H 2.459 -2.881 6.690 0.0 0.0 0.0
H 0.955 -4.496 5.596 0.0 0.0 0.0
H -0.018 -4.464 2.050 0.1 -0.1 0.0
H -0.365 -5.900 4.721 0.0 0.0 0.0
H -1.371 -6.015 3.290 0.0 0.0 0.0
H -1.386 -4.541 4.274 0.0 0.0 0.0
H 1.890 -6.228 3.625 0.0 0.0 0.0
H 2.103 -5.636 1.967 0.1 0.0 0.0
H 0.828 -6.812 2.332 0.0 0.0 0.0
H 2.126 -3.936 -1.709 0.0 0.0 0.0
H 1.494 -3.211 -4.042 0.0 0.0 0.0
H -0.039 -1.207 -4.243 0.0 0.0 0.0
H -3.827 4.697 -0.648 0.0 0.0 0.0
H -5.970 3.964 -1.626 0.0 0.0 0.0
H -6.143 1.725 -2.627 0.0 0.0 0.0
H -3.494 -0.838 -2.602 0.1 0.0 0.0
H -5.368 0.560 -4.533 0.0 0.0 0.0
H -4.719 -1.072 -4.734 0.0 0.0 0.0
H -3.623 0.319 -4.726 0.0 0.0 0.0
H -6.523 -0.483 -2.514 0.0 0.0 0.0
H -5.608 -0.902 -1.080 0.0 0.0 0.0
H -5.612 -1.985 -2.487 0.0 0.0 0.0
H -0.733 2.642 -0.580 0.0 0.0 0.0
H -1.813 5.430 -1.220 0.0 0.0 0.0
H -0.897 4.412 -2.336 0.0 0.0 0.1
H -0.126 5.029 -0.878 0.0 0.0 0.0
H -2.188 4.743 1.104 0.0 0.0 0.0
H -0.576 4.074 1.348 0.0 0.0 0.0
H -2.007 3.086 1.653 0.0 -0.1 0.0
C 6.058 -0.320 -1.409 0.0 0.0 0.0
C 5.807 0.811 -0.645 0.0 0.0 -0.1
C 4.550 1.405 -0.663 0.1 0.1 -0.4
C 3.504 0.897 -1.439 0.2 0.3 -0.1
C 3.789 -0.241 -2.199 -0.1 0.0 0.1
C 5.039 -0.845 -2.192 0.0 -0.1 0.0
Ge 1.658 1.708 -1.501 0.1 -0.1 0.2
C 2.075 3.477 -0.621 0.2 0.1 -0.1
C 2.045 3.587 0.769 0.0 0.0 0.0
C 2.333 4.777 1.431 0.0 0.0 0.0
C 2.656 5.910 0.699 0.0 0.0 0.0
C 2.697 5.831 -0.688 0.0 0.0 0.0
C 2.413 4.634 -1.332 0.1 0.0 0.0
C 1.641 2.333 -3.419 0.1 -0.1 -0.1
C 0.467 2.847 -3.972 -0.1 -0.1 0.0
C 0.404 3.309 -5.280 0.0 0.0 0.0
C 1.529 3.251 -6.091 0.0 0.0 0.0
C 2.708 2.733 -5.573 0.0 0.0 0.0
C 2.758 2.282 -4.259 0.0 0.1 0.0
H 7.036 -0.785 -1.397 0.0 0.0 0.0
H 6.595 1.234 -0.031 0.0 0.0 0.0
H 4.385 2.292 -0.060 0.0 0.0 -0.1
H 3.008 -0.667 -2.824 0.0 0.0 0.0
H 5.220 -1.726 -2.798 0.0 0.0 0.0
H 1.802 2.710 1.367 0.0 0.0 0.0
H 2.309 4.819 2.515 0.0 0.0 0.0
H 2.878 6.842 1.204 0.0 0.0 0.0
H 2.951 6.710 -1.270 0.0 0.0 0.0
H 2.448 4.599 -2.415 0.0 0.0 0.0
H -0.441 2.853 -3.380 0.0 -0.1 0.0
H -0.528 3.700 -5.671 0.0 0.0 0.0
H 1.483 3.591 -7.118 0.0 0.0 0.0
H 3.597 2.686 -6.192 0.0 0.0 0.0
H 3.696 1.893 -3.879 0.0 0.0 0.0

=====

Entry 2:
60
Properties=species:S:1:pos:R:3:forces:R:3 method="wB97M-V/def2-TZVPD" e_tot_ha=-4018.39611 gap_ev=6.401 charge=-1 e_above_lowest_kcal_mol=0.1
Rh -0.950 -0.352 0.313 -0.1 0.0 -0.1
C -0.680 -1.622 4.657 0.0 0.0 0.0
Ge -1.380 -0.061 3.697 0.0 0.1 0.0
C -2.999 0.492 4.685 0.0 0.0 0.0
C -0.101 1.418 3.796 0.0 0.0 0.0
C -1.891 -0.408 1.847 0.1 -0.1 0.0
H -0.507 -1.351 5.701 0.0 0.0 0.0
H 0.256 -1.967 4.222 0.0 0.0 0.0
H -1.403 -2.439 4.627 0.0 0.0 0.0
H -2.761 0.719 5.727 0.0 0.0 0.0
H -3.746 -0.304 4.668 0.0 0.0 0.0
H -3.442 1.381 4.231 0.0 0.0 0.0
H 0.115 1.683 4.833 0.0 0.0 0.0
H -0.505 2.292 3.283 0.0 0.0 0.0
H 0.820 1.121 3.297 0.0 0.0 0.0
H -2.971 -0.327 1.671 -0.1 0.0 0.0
C 5.733 0.763 -2.743 0.0 0.0 0.0
C 4.680 0.240 -1.803 0.0 0.0 0.0
C 3.705 -0.646 -2.231 0.0 0.0 0.0
C 2.722 -1.138 -1.373 0.0 0.0 0.0
C 1.682 -2.064 -1.941 0.0 0.0 0.0
C 2.707 -0.732 -0.030 0.0 0.0 0.0
Te 1.190 -1.443 1.295 0.0 0.0 0.0
C 3.697 0.159 0.419 0.0 0.0 0.0
C 3.732 0.653 1.839 0.0 0.0 0.0
C 4.660 0.629 -0.469 0.0 0.0 0.0
H 5.555 0.418 -3.762 0.0 0.0 0.0
H 6.731 0.431 -2.446 0.0 0.0 0.0
H 5.745 1.855 -2.756 0.0 0.0 0.0
H 3.697 -0.961 -3.271 0.0 0.0 0.0
H 1.933 -2.341 -2.966 0.0 0.0 0.0
H 0.698 -1.589 -1.944 0.0 0.0 0.0
H 1.581 -2.964 -1.335 0.0 0.0 0.0
H 2.800 1.159 2.096 0.0 0.0 0.0
H 4.563 1.346 1.985 0.0 0.0 0.0
H 3.834 -0.174 2.543 0.0 0.0 0.0
H 5.412 1.325 -0.108 0.0 0.0 0.0
N -1.142 1.739 -1.766 -0.1 -0.1 0.1
C -0.677 2.800 -2.431 0.0 0.1 0.0
C 0.694 2.824 -2.256 0.0 0.0 0.0
C 0.967 1.714 -1.445 0.0 0.0 -0.1
N -0.157 1.060 -1.167 0.1 0.1 0.1
H -2.087 1.353 -1.551 0.1 -0.1 -0.2
H -1.339 3.456 -2.970 0.0 0.0 0.0
H 1.394 3.537 -2.653 0.0 0.0 0.0
H 1.910 1.361 -1.062 0.0 0.0 0.0
C -4.825 -0.026 -2.124 0.0 0.0 0.0
C -3.629 -0.778 -1.515 0.0 0.1 0.0
O -2.869 0.063 -0.765 0.0 0.1 0.0
C -4.204 -1.942 -0.665 0.0 0.0 0.0
F -4.892 -1.449 0.381 0.0 0.0 0.0
F -3.278 -2.771 -0.185 0.0 0.0 0.0
F -5.084 -2.706 -1.362 0.0 0.0 0.0
C -2.799 -1.366 -2.688 0.0 0.1 0.0
F -1.714 -2.036 -2.293 0.0 0.0 0.0
F -3.507 -2.197 -3.487 0.0 0.0 0.0
F -2.368 -0.360 -3.481 0.0 0.0 0.0
H -5.423 0.367 -1.304 0.0 0.0 0.0
H -5.445 -0.654 -2.763 0.0 0.0 0.0
H -4.441 0.811 -2.704 0.0 0.0 0.0

=====

Entry 3:
61
Properties=species:S:1:pos:R:3:forces:R:3 method="wB97M-V/def2-TZVPD" smiles="CCOC(=O)N1CCC(N(CCCOC)C(=O)Nc2ccc(CC)cc2)CC1" e_tot_ha=-1285.28507 gap_ev=8.620 e_above_lowest_kcal_mol=8.1
C -2.807 -0.498 5.745 0.2 0.0 -0.4
C -2.626 0.181 4.395 -0.1 0.3 0.4
O -1.888 -0.637 3.489 0.2 -0.2 -0.2
C -0.542 -0.604 3.631 -0.1 -0.1 0.0
O 0.038 0.118 4.407 0.0 0.3 0.3
N 0.078 -1.494 2.817 0.0 -0.2 0.0
C -0.585 -2.214 1.755 -0.3 0.1 -0.3
C -0.276 -1.556 0.406 0.1 -0.3 0.2
C 1.248 -1.534 0.212 -0.2 0.3 0.3
N 1.696 -1.085 -1.097 0.1 -0.2 -0.1
C 2.695 -1.906 -1.764 0.1 0.0 -0.5
C 2.125 -2.893 -2.788 -0.1 -0.1 0.4
C 1.152 -3.904 -2.192 0.0 0.1 -0.3
O 1.738 -4.539 -1.073 0.2 0.2 -0.1
C 0.940 -5.563 -0.544 -0.1 -0.1 0.0
C 1.288 0.022 -1.800 0.0 -0.1 0.4
O 1.575 0.155 -2.974 0.0 0.2 -0.4
N 0.576 0.950 -1.079 0.0 -0.1 0.4
C -0.043 2.114 -1.539 -0.1 0.3 -0.2
C -0.162 2.439 -2.886 0.1 -0.2 -0.1
C -0.810 3.602 -3.258 -0.1 0.1 0.2
C -1.356 4.463 -2.316 -0.2 0.0 -0.1
C -2.015 5.747 -2.733 0.2 0.1 0.0
C -0.986 6.877 -2.812 -0.2 0.0 0.0
C -1.234 4.130 -0.973 0.0 0.0 -0.1
C -0.590 2.972 -0.586 0.1 -0.1 0.0
C 1.926 -0.794 1.379 -0.1 -0.4 0.0
C 1.520 -1.455 2.699 0.2 0.4 0.2
H -3.426 0.124 6.385 -0.1 0.1 0.1
H -1.839 -0.639 6.218 0.0 0.0 0.1
H -3.285 -1.467 5.620 -0.1 -0.1 0.0
H -2.103 1.134 4.522 -0.1 -0.1 -0.1
H -3.587 0.345 3.903 0.1 0.0 0.0
H -1.657 -2.221 1.945 0.1 -0.1 0.0
H -0.213 -3.245 1.762 -0.1 0.0 0.0
H -0.745 -2.122 -0.399 0.0 0.0 -0.1
H -0.714 -0.558 0.404 0.0 0.0 0.0
H 1.575 -2.578 0.273 -0.1 0.1 0.0
H 3.258 -2.452 -1.007 0.0 0.1 0.0
H 3.372 -1.233 -2.298 0.0 -0.1 0.1
H 1.612 -2.334 -3.570 0.0 0.0 0.0
H 2.966 -3.427 -3.231 0.0 0.0 -0.1
H 0.893 -4.657 -2.953 0.0 0.1 0.1
H 0.219 -3.406 -1.889 0.0 0.0 0.0
H 1.478 -5.974 0.308 -0.1 -0.1 0.0
H 0.768 -6.356 -1.282 0.0 0.0 0.0
H -0.035 -5.180 -0.214 0.0 0.0 0.0
H 0.589 0.865 -0.076 0.0 -0.1 -0.2
H 0.261 1.785 -3.628 0.0 0.0 0.0
H -0.893 3.843 -4.308 0.0 0.0 -0.1
H -2.485 5.621 -3.711 -0.1 0.0 0.0
H -2.791 6.018 -2.014 -0.1 0.0 -0.1
H -0.516 7.029 -1.843 0.1 0.0 0.1
H -1.461 7.807 -3.118 0.0 0.1 0.0
H -0.209 6.630 -3.532 0.1 0.0 -0.1
H -1.651 4.783 -0.219 -0.1 0.1 0.1
H -0.508 2.729 0.465 0.0 0.0 0.1
H 3.009 -0.839 1.261 0.0 0.0 0.0
H 1.639 0.259 1.418 0.0 0.1 0.0
H 1.910 -0.896 3.550 0.0 -0.2 -0.1
H 1.898 -2.482 2.735 0.0 0.0 0.0